14
Properties=species:S:1:pos:R:3:forces:R:3:lowdin_charge:R:1 method="wB97M-V/def2-TZVPD" total_energy_ha=-634.2702 orbital_gap_ev=10.280 e_homo_ev=-14.04 de_lowest_kcal_mol=79.62 charge=+1
C -1.417192 -1.340716 0.454368 -1.86 4.79 -0.66 0.04
C -0.185424 0.903256 -0.286492 2.66 0.81 0.32 -0.01
C 1.978822 1.055628 0.304892 -3.35 0.97 -3.73 -0.47
N -0.582735 -0.548550 -0.482235 -3.00 3.03 -4.05 -0.07
Cl 2.727254 -0.463902 0.208857 -0.11 -0.33 0.41 0.65
H -1.723894 -2.180422 -0.049461 -1.02 -1.91 -0.97 0.09
H -0.818140 -1.536362 1.237940 1.80 -0.93 2.92 0.07
H -2.217961 -0.601508 0.757669 0.45 -1.47 -0.18 0.14
H -0.259604 1.629297 -1.179859 0.08 -1.93 1.08 0.12
H -0.761686 1.284936 0.504841 -0.50 0.57 1.14 0.05
H 1.934697 1.630708 1.204775 0.13 -0.21 0.61 0.04
H 2.156771 1.647562 -0.644716 0.12 -0.62 1.58 0.06
H 0.260116 -0.990392 -0.557915 3.06 -1.95 -0.93 0.05
H -1.091026 -0.489536 -1.472665 1.54 -0.82 2.47 0.24